Entry from the OMol25 dataset: a 2-piece molecular cluster, C52H52N5O2 overall (the ωB97M-V functional and the def2-TZVPD basis).

Geometry as XYZ:
```
111
Properties=species:S:1:pos:R:3:forces:R:3:mulliken_charge:R:1
O 4.18605 -1.86459 2.35288 -1.546 0.699 0.026 -0.67
O -3.06636 1.22395 5.87639 -0.229 -2.481 -0.626 0.34
N -1.58242 4.30712 7.07575 0.880 0.314 0.241 0.90
N 0.77656 -1.07294 2.71837 -1.836 1.039 0.296 1.41
N -1.07295 2.24564 7.59262 0.687 0.395 -0.205 0.47
N 2.20860 -1.84471 1.16351 0.250 0.311 0.891 0.84
N -0.81856 4.36282 8.21818 1.210 -1.793 0.312 -1.19
C -0.65657 0.04899 6.73489 0.099 -0.770 -0.016 0.28
C -2.80836 2.55193 5.83655 1.347 1.790 1.258 0.25
C -0.47492 3.12442 8.48078 -0.762 1.255 -0.465 0.41
C 3.79630 1.21159 1.55171 0.041 -0.058 -0.078 -0.33
C -4.25870 0.69010 6.49647 0.642 0.756 -0.159 -1.29
C -3.80839 0.26375 2.35298 -0.918 0.362 -0.974 1.12
C 0.10757 -3.61273 -0.13485 0.078 -0.190 -0.262 -1.81
C -2.54876 0.40062 3.02948 1.373 -1.366 -0.491 0.39
C 0.78173 -1.71846 1.39246 0.249 0.179 -0.908 -1.68
C -2.81700 7.73738 7.32741 0.301 -0.241 -0.260 -0.68
C 0.50363 2.75919 9.49580 0.831 0.067 0.764 0.46
C 0.67466 3.66229 10.56589 0.024 -0.455 -0.252 -0.53
C -2.04155 5.56153 6.64041 0.157 0.666 -0.252 0.37
C -3.85856 3.44460 5.31896 -0.599 0.084 -0.354 -0.50
C 0.59984 -4.08585 2.28361 -0.021 -0.236 -0.124 -1.61
C 2.11405 -0.94713 3.31853 -0.121 -0.942 0.806 0.32
C 1.36625 1.64521 9.37442 -0.472 0.478 0.036 0.10
C -6.12848 -0.49287 2.39130 0.025 0.015 -0.353 -0.79
C 2.81833 -2.08574 -0.12202 0.247 -0.256 -0.384 -1.24
C 2.52981 2.33924 11.37884 -0.217 0.041 -0.226 -0.39
C 1.68390 3.45289 11.49900 0.091 -0.309 -0.178 -0.70
C -0.76584 -1.33859 6.83254 0.031 0.516 0.085 -0.70
C 1.64732 2.69604 0.58062 0.113 -0.002 -0.009 -0.89
C -5.64325 5.01193 5.80785 -0.040 -0.033 -0.038 -0.88
C 1.56364 2.08481 1.83424 0.053 -0.278 -0.197 0.24
C 3.90038 1.84638 0.31699 -0.227 0.034 0.015 -0.70
C 0.00019 -3.08789 1.29206 0.394 0.370 0.633 2.10
C -5.09646 4.47049 3.50727 0.004 -0.003 -0.103 -1.10
C -3.89344 0.38853 0.94082 -0.221 -0.399 0.379 -0.37
C -1.77380 3.01589 6.65535 -3.016 -0.925 -0.149 -0.82
C -1.70936 -1.08457 9.06210 0.200 0.280 -0.184 -1.04
C -2.13779 5.91945 5.29262 -0.184 -0.011 0.249 -0.15
C -2.98858 8.08225 5.98224 -0.060 -0.011 -0.020 -0.54
C -1.34002 0.07380 2.41582 -1.222 0.874 -0.412 -0.93
C -1.48185 -2.90985 1.59510 -0.295 -0.028 0.052 -1.87
C -2.63580 7.18128 4.96740 0.018 0.076 0.380 -0.67
C -1.12639 0.84052 7.76390 -0.070 0.329 0.061 -0.32
C 2.36674 1.43572 10.32038 -0.121 0.303 0.127 -0.80
C 2.81243 2.57199 -0.18326 0.002 -0.105 0.133 -0.51
C -5.05071 -0.00015 0.26999 0.142 0.219 0.088 -0.83
C -4.10004 3.59851 3.93928 -0.041 0.122 0.766 0.54
C 2.61563 1.28966 2.29713 0.097 0.429 0.011 0.20
C 2.51116 0.50977 3.58568 0.334 0.003 -0.089 -1.32
C -1.62197 0.30889 8.94654 -0.122 -0.474 -0.083 -0.13
C -4.68048 4.10883 6.24610 0.136 -0.079 -0.483 0.20
C -2.29074 6.48927 7.65350 -0.545 0.195 -0.156 -0.35
C -0.27086 -0.36372 3.18258 1.707 -0.525 -0.221 -0.14
C -5.84997 5.19410 4.43818 0.131 0.013 0.024 -0.52
C -4.95952 -0.15868 3.06258 0.635 0.131 0.021 -0.32
C -6.17314 -0.43463 0.98902 0.231 0.047 0.392 -0.43
C 2.99086 -1.60049 2.26704 0.884 -0.839 -0.793 -0.45
C -1.29418 -1.89576 8.00289 -0.084 -0.225 -0.027 -0.64
H -5.14317 0.94642 5.89774 0.103 0.008 0.282 0.38
H -4.87552 -0.28600 4.14313 -0.150 0.125 -0.334 0.30
H 0.36482 -1.03156 0.63437 0.036 -0.118 0.219 0.94
H -3.02806 0.76488 0.39230 -0.327 -0.146 0.024 0.54
H 3.25553 -3.09343 -0.15862 -0.089 0.276 -0.134 0.33
H -0.19358 0.55272 5.88501 -0.239 -0.105 0.290 0.57
H -7.00315 -0.81328 2.95953 0.274 0.055 -0.214 0.43
H -4.10055 -0.39259 6.51752 -0.092 0.192 0.070 0.20
H -0.43843 -1.95868 5.99501 -0.062 -0.007 0.357 0.44
H -0.23662 -0.12850 4.24630 0.011 -0.020 -0.295 -0.58
H -1.84629 5.20236 4.52772 -0.124 0.204 0.119 0.49
H -2.53993 0.48710 4.10448 -0.235 -0.003 0.443 0.10
H 0.43718 -3.77073 3.32091 0.046 -0.029 -0.116 0.18
H 1.10808 -3.98917 -0.36675 -0.194 0.103 -0.014 0.41
H -3.38331 9.06739 5.72385 0.105 -0.343 0.047 0.38
H 2.88258 3.04871 -1.16160 -0.046 -0.101 0.289 0.40
H 2.05983 -1.98362 -0.90216 0.209 -0.027 0.130 0.47
H -1.93247 0.97278 9.75611 0.034 -0.230 -0.272 0.51
H 4.63489 0.63180 1.94726 -0.252 0.203 -0.187 0.41
H -5.26467 4.60523 2.43472 -0.009 -0.004 0.387 0.42
H -2.09162 6.19537 8.68308 -0.238 0.200 -0.305 0.46
H 3.61343 -1.35077 -0.30484 -0.177 -0.185 0.159 0.33
H -4.53237 3.90083 7.30763 -0.002 0.264 -0.243 0.41
H -1.99254 -3.86828 1.41337 0.131 0.312 0.082 0.62
H 1.81462 4.16257 12.31434 0.008 -0.213 -0.159 0.40
H 1.24324 0.95748 8.53550 0.146 0.206 0.319 0.40
H -0.16946 -2.83579 -0.85981 0.075 -0.170 0.044 0.35
H -1.37910 -2.98079 8.08797 0.022 0.331 0.000 0.44
H 3.32420 2.17806 12.10456 -0.180 0.042 -0.121 0.38
H -2.10469 -1.52287 9.97876 0.134 0.060 -0.289 0.42
H -5.07543 0.03673 -0.82134 -0.068 0.060 0.372 0.42
H -1.23376 0.12327 1.32661 -0.199 -0.556 0.478 0.28
H -3.46531 3.04462 3.24468 -0.217 0.260 0.051 0.60
H -1.93850 -2.15972 0.93670 -0.022 -0.129 0.140 0.40
H -3.07160 8.42450 8.13508 0.088 -0.071 -0.335 0.40
H 3.02371 0.57100 10.21689 -0.152 0.282 0.094 0.40
H 0.10434 -5.05684 2.14730 0.157 0.192 0.111 0.46
H -6.21969 5.57684 6.54289 0.068 -0.174 -0.296 0.44
H -7.08077 -0.73344 0.46196 0.290 0.114 0.148 0.42
H 3.49316 0.48382 4.07835 -0.292 -0.006 -0.007 0.75
H -2.74832 7.47269 3.92243 0.064 -0.107 0.287 0.40
H 4.82939 1.76206 -0.25106 -0.326 0.095 0.139 0.44
H 0.67135 2.20915 2.45418 0.208 0.007 -0.224 0.52
H -0.59291 -4.44858 -0.26738 0.183 0.205 0.058 0.44
H 2.16293 -1.56098 4.23354 0.030 0.298 -0.137 0.53
H 0.00326 4.51972 10.62532 0.269 -0.214 0.057 0.46
H 1.79099 0.96727 4.27345 0.143 -0.055 -0.035 0.32
H -1.66381 -2.63570 2.63947 -0.023 0.009 -0.150 0.20
H 0.79862 3.27275 0.20584 0.325 -0.103 0.108 0.43
H -4.34857 1.08621 7.51434 -0.140 -0.109 -0.084 0.35
H 1.67350 -4.22916 2.11544 -0.173 0.005 0.054 0.34
H -6.59441 5.91420 4.09505 0.196 -0.238 0.077 0.40
```
Forces are in eV/Å.

Summary:
Total charge   +1
HOMO energy   -8.544 eV
Orbital gap   0.15157 Eh
ΔE to the lowest compared entry with this formula, charge and spin   0.0 kcal/mol